10
Properties=species:S:1:pos:R:3:forces:R:3 method="wB97M-V/def2-TZVPD" multiplicity=1 molar_mass_g_mol=84.1 e_homo_ev=-10.12 smiles="C1=NC1.N=C=O" de_lowest_ev=3.206 gap_ev=11.004 max_force_ev_per_a=3.39
C 0.166867 -0.688440 1.104519 0.667 0.568 -2.331
N -0.685065 -0.015667 0.474134 0.017 -0.515 1.023
C 0.366866 -0.717241 -0.349729 -1.872 -2.470 1.373
H 0.656513 -0.975142 1.996091 -0.322 0.002 1.115
H 1.092509 -0.242650 -0.886613 1.832 1.994 -0.877
H 0.055790 -1.620394 -0.860933 -0.343 -0.041 -0.064
N -0.990890 2.505549 -0.304470 0.049 0.403 -1.949
C 0.090450 2.936705 -0.511830 -1.451 0.055 0.920
O 1.088052 3.435751 -0.774368 2.415 0.719 -0.800
H -1.556486 2.264509 0.432916 -0.993 -0.714 1.589